Formula: C25H45N6O4Ti
Source: the OMol25 dataset
Level of theory: ωB97M-V/def2-TZVPD

Atoms and positions in Å:
Ti: 1.3662 0.7610 0.3855
C: -2.1472 -3.3702 -2.1948
C: -1.8350 -3.0502 -0.7343
C: -3.0558 -2.4755 0.0021
C: -3.7126 -1.1521 -0.4543
C: -4.6144 -1.2723 -1.6781
C: -4.5299 -0.6129 0.7135
N: -2.5656 -0.1560 -0.8602
C: -2.5789 1.2149 -0.2580
C: -1.4681 2.1346 -0.7788
N: -0.2573 2.4078 0.0717
C: 0.5424 3.3717 -0.7454
C: 1.9976 3.3552 -0.3138
O: 2.8434 4.0544 -0.7365
O: 2.2033 2.3310 0.6002
C: -0.5222 3.0735 1.4346
C: -1.9158 3.6761 1.5812
C: -0.0197 2.2781 2.6616
C: -0.4215 0.8364 2.9955
C: -1.8755 0.7149 3.4479
C: 0.4766 0.3652 4.1350
N: -0.1683 -0.0048 1.7301
C: -0.3553 -1.4728 1.9380
C: 0.0422 -2.3490 0.7542
N: -0.6389 -2.1486 -0.5453
C: 0.3444 -2.1718 -1.6429
C: 0.7633 -0.7919 -2.0981
O: 1.1956 -0.5422 -3.1731
O: 0.5770 0.1996 -1.1533
H: -3.1350 -3.8250 -2.2524
H: -1.4528 -4.0968 -2.6138
H: -2.1425 -2.4912 -2.8437
H: -1.6160 -4.0035 -0.2408
H: -2.8204 -2.3845 1.0641
H: -3.8385 -3.2353 -0.0442
H: -5.4246 -1.9692 -1.4671
H: -4.0924 -1.6289 -2.5640
H: -5.0713 -0.3067 -1.9082
H: -5.2774 -1.3691 0.9547
H: -5.0728 0.2998 0.4716
H: -3.9361 -0.4627 1.6161
H: -1.6641 -0.6706 -0.6803
H: -2.6223 -0.0456 -1.8742
H: -2.5720 1.0999 0.8196
H: -3.5408 1.6610 -0.5008
H: -1.9262 3.0930 -1.0197
H: -1.0815 1.7380 -1.7163
H: 0.1527 4.3890 -0.6719
H: 0.5205 3.0837 -1.7977
H: 0.1565 3.9280 1.4445
H: -2.7200 2.9520 1.6928
H: -2.1568 4.3397 0.7508
H: -1.9225 4.2985 2.4758
H: -0.2902 2.8891 3.5254
H: 1.0737 2.3122 2.6485
H: -2.0449 1.4110 4.2695
H: -2.1050 -0.2817 3.8246
H: -2.5997 0.9637 2.6732
H: 0.3648 1.0610 4.9666
H: 1.5325 0.3618 3.8640
H: 0.2020 -0.6176 4.5141
H: -0.9272 0.2724 1.1111
H: -1.3876 -1.6478 2.2353
H: 0.2657 -1.7704 2.7806
H: -0.0714 -3.3877 1.0857
H: 1.1157 -2.2102 0.5868
H: -0.0189 -2.6823 -2.5257
H: 1.2580 -2.7037 -1.3558
N: 2.8889 -0.2444 1.6983
C: 3.8052 -0.3617 0.5720
C: 5.1161 -0.7609 0.5975
C: 5.7996 -0.7115 -0.6161
C: 5.1498 -0.2658 -1.7604
C: 3.8239 0.1163 -1.6871
N: 3.1653 0.0523 -0.5178
H: 2.7202 -1.1437 2.1451
H: 3.2854 0.3616 2.4177
H: 5.5958 -1.0847 1.5115
H: 6.8392 -1.0094 -0.6593
H: 5.6675 -0.2049 -2.7074
H: 3.2767 0.4752 -2.5474

Summary:
- energy above the lowest of the compared OMol25 structures with the same formula, charge and spin (eV) = 0.5682
- charge = +3

The Mulliken scheme yields these atomic charges, measured in e:
1. Ti -0.23
2. C -2.02
3. C 0.51
4. C -1.63
5. C 1.42
6. C -1.62
7. C -1.86
8. N 1.40
9. C -0.74
10. C -1.90
11. N 0.60
12. C -0.54
13. C 0.44
14. O -0.47
15. O -0.07
16. C 0.41
17. C -1.54
18. C -2.11
19. C 1.75
20. C -1.57
21. C -1.63
22. N 2.53
23. C -1.04
24. C -1.69
25. N -0.07
26. C -0.90
27. C 0.51
28. O -0.54
29. O 0.76
30. H 0.35
31. H 0.49
32. H 0.57
33. H 0.37
34. H 0.44
35. H 0.74
36. H 0.40
37. H 0.42
38. H 0.42
39. H 0.48
40. H 0.42
41. H 0.37
42. H -1.35
43. H 0.76
44. H -0.43
45. H 0.73
46. H 0.64
47. H 0.96
48. H 0.55
49. H 0.53
50. H 0.34
51. H 0.30
52. H 0.41
53. H 0.49
54. H 0.78
55. H 0.43
56. H 0.51
57. H 0.45
58. H 0.07
59. H 0.43
60. H 0.18
61. H 0.50
62. H -1.11
63. H 0.36
64. H 0.69
65. H 0.49
66. H 0.29
67. H 0.49
68. H 0.30
69. N -0.01
70. C -0.03
71. C -0.96
72. C -0.36
73. C -1.02
74. C -0.15
75. N 0.17
76. H 0.45
77. H 0.43
78. H 0.56
79. H 0.47
80. H 0.49
81. H 0.56

***

Formula: C25H45NO3S2
Source: the OMol25 dataset
Level of theory: ωB97M-V/def2-TZVPD

Atoms and positions in Å:
C: -3.5906 2.0484 3.8952
C: -3.0786 0.8114 3.0742
C: -2.9836 1.1074 1.7222
C: -2.4776 -0.0166 1.0252
N: -2.4336 -0.0566 -0.5148
C: -3.7936 0.0324 -1.0468
C: -3.9956 -0.8646 -2.2438
C: -2.5986 -1.7706 -2.2518
C: -2.0986 -1.4656 -0.8988
C: -1.4026 0.9324 -1.1138
H: -4.4916 2.5824 3.5482
H: -2.8806 2.7534 3.5122
H: -3.2966 1.9904 4.9682
H: -3.8316 0.0224 3.1702
H: -2.1086 0.4254 3.3602
H: -2.1866 1.9604 1.7162
H: -3.8766 1.5374 1.0932
H: -3.1056 -0.7376 1.2582
H: -1.3016 -0.1256 1.2592
H: -3.9346 1.1374 -1.4398
H: -4.5686 -0.2366 -0.5468
H: -4.2406 -0.3386 -3.1488
H: -4.8506 -1.3546 -2.1818
H: -1.7826 -1.5926 -2.8208
H: -2.7236 -2.9346 -2.4418
H: -1.0486 -1.3956 -1.0468
H: -2.6316 -2.1256 -0.3368
H: -0.4706 0.5514 -0.8368
H: -1.7546 1.7864 -0.7568
H: -1.4806 0.8804 -2.1378
O: 1.4724 -1.3386 -0.5308
H: 1.4574 -0.4956 -0.9038
C: 4.6944 -2.1176 -1.5058
S: 4.1844 -3.0186 -0.0758
O: 5.1944 -4.1176 0.2982
C: 4.5004 -1.7316 1.1392
H: 3.9434 -1.4676 -1.9278
H: 5.0544 -2.9636 -2.2598
H: 5.5614 -1.4276 -1.2278
H: 3.6084 -1.0496 1.0522
H: 5.2754 -1.2706 0.8182
H: 4.5474 -2.1546 2.0272
C: 0.9124 -4.0856 1.1502
S: 0.1234 -2.5426 1.8522
O: -1.3116 -2.9216 2.2112
C: 0.9924 -2.6536 3.3912
H: 0.7304 -4.1106 -0.1288
H: 0.2794 -4.8436 1.2162
H: 1.8774 -4.3016 1.4732
H: 0.6904 -3.5356 3.6762
H: 0.8514 -1.6876 4.0962
H: 2.0194 -2.7296 3.2592
C: 0.5884 0.7734 -4.9868
C: 0.9034 2.1364 -5.6758
C: 1.9094 2.9414 -5.2528
C: 2.7214 2.6654 -4.1428
C: 2.4424 1.4934 -3.2498
C: 1.2544 0.5354 -3.6948
H: -0.1986 0.2254 -5.4218
H: 0.2844 2.4524 -6.3098
H: 2.1754 3.8634 -5.8018
H: 3.5944 3.2514 -3.9508
H: 3.1174 1.3404 -2.3488
H: 0.9104 -0.3446 -3.3068
C: 0.7764 2.8394 0.8962
C: 1.2564 1.3934 1.3972
C: 1.0064 1.1374 2.7802
C: 0.4604 2.1474 3.5722
C: 0.2924 3.4674 3.2022
C: 0.3224 3.8654 1.6692
H: 0.9404 3.1664 -0.1418
H: 1.5544 0.6244 0.8462
H: 1.2874 0.0944 3.0012
H: 0.4564 1.9244 4.6622
H: 0.1694 4.1704 3.9552
H: 0.1334 4.8544 1.3622

Summary:
- energy above the lowest of the compared OMol25 structures with the same formula, charge and spin (eV) = 1.7915

The Mulliken scheme yields these atomic charges, measured in e:
1. C -1.33
2. C -0.22
3. C -0.06
4. C -0.19
5. N 0.95
6. C -0.76
7. C -1.25
8. C -0.82
9. C -0.49
10. C -1.16
11. H 0.36
12. H 0.31
13. H 0.35
14. H 0.45
15. H 0.30
16. H -0.03
17. H 0.26
18. H 0.87
19. H -0.77
20. H 0.29
21. H 0.53
22. H 0.38
23. H 0.53
24. H 0.31
25. H 0.36
26. H 0.06
27. H 0.68
28. H -0.12
29. H 0.50
30. H 0.70
31. O -0.42
32. H -0.41
33. C -0.67
34. S 0.68
35. O -0.75
36. C -0.82
37. H 0.07
38. H 0.29
39. H 0.28
40. H -0.16
41. H 0.59
42. H 0.41
43. C -1.55
44. S 1.17
45. O -0.80
46. C -1.61
47. H 0.17
48. H 0.74
49. H 0.45
50. H 0.72
51. H 0.25
52. H 0.37
53. C -0.73
54. C -0.52
55. C -0.37
56. C -0.50
57. C -0.43
58. C -0.29
59. H 0.42
60. H 0.58
61. H 0.29
62. H 0.39
63. H 0.33
64. H 0.84
65. C -0.37
66. C 0.09
67. C -0.14
68. C -0.49
69. C -0.62
70. C -0.78
71. H 0.37
72. H 0.29
73. H 0.34
74. H 0.31
75. H 0.48
76. H 0.55

***

Formula: C25H45NOP2Tl
Source: the OMol25 dataset
Level of theory: ωB97M-V/def2-TZVPD

Atoms and positions in Å:
Tl: -0.4583 -0.5919 -0.5056
C: 1.5600 -0.9679 1.7991
C: 2.1731 -1.4376 0.6076
C: 2.3188 0.8605 0.6382
C: 1.7463 0.4359 1.8699
C: 2.6214 -0.2962 -0.1244
C: 1.0248 -1.8254 2.8646
H: 0.5355 -2.7102 2.4474
H: 0.2931 -1.2884 3.4730
H: 1.8301 -2.1740 3.5272
C: 1.6884 1.1776 3.1331
H: 1.2897 0.5267 3.9087
H: 1.1045 2.1021 3.0691
H: 2.6925 1.4195 3.5045
C: 2.7010 2.2123 0.2049
H: 3.7819 2.3715 0.3262
H: 2.1615 2.9855 0.7588
H: 2.4777 2.3222 -0.8665
C: 3.4501 -0.3340 -1.3464
H: 4.5206 -0.4490 -1.0966
H: 3.3544 0.5980 -1.9173
H: 3.1585 -1.1798 -1.9838
C: 2.5013 -2.8568 0.3614
H: 3.3437 -3.1608 1.0089
H: 2.7974 -3.0463 -0.6760
H: 1.6530 -3.5138 0.6026
C: -1.8613 -2.8641 -1.6893
C: -1.0597 -3.5668 -0.8631
C: -0.5725 -4.9346 -1.2449
C: 0.5177 -5.0237 -2.3592
C: 0.9783 -3.7268 -2.9634
C: 0.1701 -3.0266 -3.8053
C: -1.2110 -3.5299 -4.1386
C: -2.2924 -3.3992 -3.0216
H: -1.4242 -5.5494 -1.5834
H: 0.1330 -5.7082 -3.1341
H: -0.1545 -5.4239 -0.3508
H: -2.7629 -4.3905 -2.8921
H: -2.3434 -1.9003 -1.4472
H: -0.7536 -3.2176 0.1364
H: -3.0656 -2.7140 -3.4048
H: -1.5817 -2.9524 -5.0006
H: 0.4895 -2.1196 -4.3145
H: -1.1943 -4.5934 -4.4340
H: 1.3957 -5.5074 -1.9071
H: 1.9918 -3.4215 -2.7217
P: -2.1666 -0.0568 1.5912
C: -1.9556 0.8037 3.1990
H: -2.9233 0.8427 3.7284
H: -1.5896 1.8238 3.0072
H: -1.2125 0.2716 3.8151
C: -3.6768 0.7007 0.8767
H: -4.4619 0.7738 1.6457
H: -4.0416 0.1015 0.0268
H: -3.4049 1.7059 0.5187
C: -2.7777 -1.6906 2.1956
H: -3.1727 -2.2899 1.3562
H: -3.5688 -1.5328 2.9523
H: -1.9318 -2.2340 2.6585
P: -0.4223 1.3209 -2.3768
C: 1.0364 1.2363 -3.4810
H: 0.7637 1.3893 -4.5364
H: 1.5349 0.2621 -3.3658
H: 1.7548 2.0202 -3.1805
C: -1.9730 0.9539 -3.2835
H: -1.9017 0.0431 -3.8954
H: -2.2603 1.8082 -3.9143
H: -2.7644 0.8000 -2.5296
C: -0.5534 3.1407 -2.1678
H: -0.5382 3.6233 -3.1633
H: 0.3025 3.4838 -1.5549
H: -1.4820 3.3874 -1.6185
O: -0.0336 4.2232 1.9966
C: -0.4515 3.3342 1.2949
N: -0.9003 2.4819 0.5793

Summary:
- charge = +1

The Mulliken scheme yields these atomic charges, measured in e:
1. Tl 0.26
2. C 0.57
3. C 0.53
4. C 0.87
5. C 1.13
6. C 0.56
7. C -1.97
8. H 0.23
9. H 0.33
10. H 0.36
11. C -1.64
12. H 0.50
13. H 0.19
14. H 0.37
15. C -1.65
16. H 0.41
17. H 0.30
18. H 0.07
19. C -1.59
20. H 0.30
21. H 0.42
22. H 0.20
23. C -1.17
24. H 0.32
25. H 0.41
26. H 0.16
27. C -0.15
28. C 0.03
29. C -1.30
30. C -1.13
31. C -0.28
32. C -0.34
33. C -0.94
34. C -1.22
35. H 0.42
36. H 0.46
37. H 0.41
38. H 0.40
39. H 0.76
40. H 0.57
41. H 0.32
42. H 0.39
43. H 0.49
44. H 0.36
45. H 0.30
46. H 0.62
47. P 1.07
48. C -1.23
49. H 0.52
50. H 0.23
51. H 0.29
52. C -1.08
53. H 0.43
54. H 0.31
55. H 0.28
56. C -1.24
57. H 0.32
58. H 0.47
59. H 0.26
60. P 1.23
61. C -1.17
62. H 0.50
63. H 0.08
64. H 0.42
65. C -1.21
66. H 0.29
67. H 0.46
68. H 0.26
69. C -1.52
70. H 0.48
71. H 0.34
72. H 0.37
73. O -0.69
74. C 0.39
75. N -0.54

***

Electronic energy readings, ordered: -2457.7855 -2055.8231 -1964.4235 Ha
Molecular weight readings, ordered: 541.5 471.8 642.0 g mol⁻¹